ORCA calculation (ωB97M-V/def2-TZVPD) on a 2-piece molecular cluster, C10H4Cl3N2O overall in a non-equilibrium geometry.

XYZ file:
```
20
C10H4Cl3N2O | the Open Molecules 2025 dataset | ωB97M-V/def2-TZVPD
C 5.249 4.448 -0.457
N 6.038 5.257 -0.748
Cl 4.118 3.356 -0.158
C 1.362 -0.769 0.420
Cl 2.771 -1.281 1.249
C 0.443 0.320 1.022
O 0.851 1.311 1.596
C -0.998 -0.006 0.657
C -1.239 -0.704 -0.578
C -2.443 -1.487 -0.663
C -3.344 -1.480 0.379
C -3.007 -0.699 1.503
N -1.881 -0.023 1.638
C -0.131 -0.806 -1.450
Cl -0.443 -1.276 -3.063
C 1.202 -0.705 -0.949
H -2.597 -2.179 -1.489
H -4.304 -2.024 0.370
H -3.702 -0.648 2.341
H 2.056 -0.604 -1.620
```

Values from the calculation:
total charge = -1
HOMO level = -2.91 eV
lowest unoccupied orbital energy = 2.849 eV
orbital gap = 5.76 eV